(1)
{"formula": "C27H30N6PbS3", "method": "ωB97M-V/def2-TZVPD", "total_energy_ha": -2762.37059, "total_charge": 2, "species": ["Pb", "S", "C", "N", "C", "C", "N", "C", "C", "C", "C", "C", "C", "C", "C", "S", "C", "C", "C", "C", "C", "C", "C", "H", "H", "H", "H", "H", "H", "H", "H", "H", "H", "H", "H", "H", "H", "H", "H", "H", "H", "N", "C", "C", "C", "C", "C", "N", "H", "H", "H", "H", "H", "H", "C", "N", "C", "C", "N", "C", "S", "H", "H", "H", "H", "H", "H"], "xyz": [[1.17158, -0.49483, -0.25776], [-0.72701, -1.83605, 1.46975], [-2.15479, -1.15177, 0.75793], [-3.17111, -0.66359, 1.53856], [-4.41512, -0.13645, 0.93934], [-4.78030, -0.97436, -0.25926], [-3.63642, -1.06494, -1.19924], [-3.84737, -1.08614, -2.64676], [-3.08596, 0.01303, -3.38014], [-2.26664, -0.30168, -4.47497], [-1.48986, 0.67985, -5.05967], [-1.52847, 1.97743, -4.57895], [-2.36312, 2.31961, -3.53936], [-3.15585, 1.34562, -2.95234], [-2.35139, -1.21435, -0.70937], [-1.02190, -1.45016, -1.79434], [-2.99489, -0.46557, 2.98141], [-2.42479, 0.90919, 3.32409], [-1.04803, 1.17761, 3.27978], [-0.58474, 2.46669, 3.41488], [-1.47071, 3.48943, 3.69309], [-2.82677, 3.23468, 3.78785], [-3.31376, 1.94980, 3.57904], [-4.26819, 0.90999, 0.65455], [-5.18825, -0.16113, 1.71018], [-5.63640, -0.55636, -0.78881], [-5.05316, -1.99531, 0.03618], [-4.92766, -0.98820, -2.80267], [-3.51125, -2.05570, -3.02627], [-2.23269, -1.31921, -4.84164], [-0.86250, 0.42039, -5.91556], [-0.93665, 2.75287, -5.06428], [-2.39006, 3.33774, -3.16385], [-3.81141, 1.58615, -2.11888], [-2.31251, -1.23835, 3.33674], [-3.97539, -0.57558, 3.44769], [-0.36445, 0.34997, 3.09509], [0.47989, 2.67445, 3.31125], [-1.11986, 4.50322, 3.86295], [-3.51646, 4.03956, 4.04613], [-4.37978, 1.77697, 3.65045], [1.52320, -1.35665, -3.76569], [2.79939, -1.26928, -3.25020], [3.88165, -1.04405, -4.15455], [5.15101, -0.97039, -3.62625], [5.34692, -1.04293, -2.24974], [4.24569, -1.20713, -1.43172], [2.98081, -1.34058, -1.92390], [1.47415, -1.45750, -4.78265], [0.90478, -2.01496, -3.25549], [3.68174, -0.99458, -5.21771], [5.99431, -0.85791, -4.30776], [6.33073, -0.97092, -1.78662], [4.34649, -1.24050, -0.34465], [3.92020, 1.30332, 3.43226], [4.46576, -0.04948, 3.33442], [5.66957, -0.57514, 3.78922], [5.74952, -1.89031, 3.48322], [4.59357, -2.20410, 2.81543], [3.75768, -1.09542, 2.75987], [2.15457, -1.12946, 2.33558], [4.51955, 1.88283, 4.13498], [2.87000, 1.23156, 3.74534], [3.93807, 1.78954, 2.45677], [6.39282, 0.05282, 4.30017], [6.51939, -2.62329, 3.70018], [4.28263, -3.11001, 2.46670]]}

(2)
{"formula": "C30H40BrClFN2O5", "method": "ωB97M-V/def2-TZVPD", "total_energy_ha": -4786.71539, "total_charge": 1, "species": ["C", "C", "C", "C", "C", "C", "C", "C", "C", "C", "Br", "C", "C", "C", "C", "F", "N", "C", "C", "O", "Cl", "C", "C", "C", "C", "C", "C", "N", "H", "H", "H", "H", "H", "H", "H", "H", "H", "H", "H", "H", "H", "H", "H", "H", "H", "H", "H", "H", "H", "H", "H", "H", "H", "H", "H", "H", "O", "C", "O", "C", "C", "C", "H", "H", "H", "H", "H", "H", "O", "C", "O", "C", "C", "C", "H", "H", "H", "H", "H", "H"], "xyz": [[1.76165, 3.89828, -2.79469], [0.53239, 3.08922, -2.32412], [0.57791, 1.66455, -2.96362], [1.64558, 0.74820, -2.25952], [0.93654, -0.51216, -1.65929], [0.62467, -0.27000, -0.14833], [1.77232, -0.92803, 0.68799], [1.73323, -0.43738, 2.12560], [0.82915, -1.02889, 3.00536], [0.78888, -0.56389, 4.31970], [-0.51570, -1.42831, 5.42057], [1.61062, 0.45205, 4.77448], [1.55303, 0.89557, 6.23304], [1.88326, -0.25164, 7.26345], [0.75831, -0.30458, 8.32937], [3.07226, 0.00158, 7.91562], [2.45214, 1.02342, 3.87493], [3.32486, 2.14751, 4.25150], [4.77197, 1.71536, 4.59293], [5.65307, 2.52056, 4.54749], [5.03840, 0.00880, 5.04685], [2.53044, 0.59183, 2.60619], [3.51127, 1.19412, 1.59862], [3.11610, 2.35663, 0.96937], [3.95213, 2.93012, -0.00295], [5.13767, 2.21799, -0.21665], [5.40011, 1.07903, 0.53047], [4.63956, 0.49293, 1.46102], [1.63717, 4.20441, -3.84017], [2.63552, 3.22487, -2.74343], [1.97381, 4.76784, -2.15279], [0.49549, 2.94334, -1.23264], [-0.41620, 3.52834, -2.66799], [-0.42800, 1.20911, -2.91719], [0.88501, 1.77165, -4.01793], [2.09030, 1.35967, -1.45765], [2.41812, 0.39480, -2.95554], [1.57837, -1.39536, -1.79399], [-0.00989, -0.70740, -2.17208], [-0.30160, -0.78510, 0.15314], [0.59142, 0.80162, 0.09177], [2.72522, -0.73303, 0.18251], [1.64752, -2.02182, 0.72118], [0.16692, -1.81707, 2.64950], [0.56227, 1.32593, 6.43921], [2.27326, 1.68450, 6.48028], [1.92236, -1.20774, 6.72314], [0.91875, 0.44945, 9.11235], [-0.21268, -0.06626, 7.87840], [0.66096, -1.31821, 8.73940], [3.42189, 2.86733, 3.43080], [2.90076, 2.73403, 5.07269], [2.16267, 2.82515, 1.22141], [3.72457, 3.83796, -0.55492], [5.85430, 2.55337, -0.96451], [6.35403, 0.57452, 0.33615], [-2.25374, 0.67696, -3.19775], [-2.35218, -0.26952, -3.92903], [-1.30385, -1.05996, -4.26183], [-1.71885, -2.03677, -5.23486], [-3.22403, -2.14567, -5.06847], [-3.60295, -0.73319, -4.64024], [-1.43340, -1.68068, -6.22722], [-1.21160, -2.97952, -5.04085], [-3.73252, -2.48608, -5.96955], [-3.45867, -2.84649, -4.26486], [-3.78538, -0.08132, -5.49691], [-4.45684, -0.72926, -3.96830], [-4.77132, -3.65941, -2.08704], [-5.80903, -3.39848, -2.62300], [-6.18863, -2.13049, -2.92600], [-7.52577, -2.13992, -3.46254], [-7.73774, -3.55147, -3.98153], [-6.89292, -4.37762, -3.01937], [-8.22184, -1.88173, -2.66185], [-7.60489, -1.39466, -4.25154], [-8.78546, -3.84456, -4.01381], [-7.33349, -3.63940, -4.99200], [-7.45161, -4.66538, -2.12747], [-6.46746, -5.25419, -3.50044]]}

(3)
{"formula": "C32H61F3O23", "method": "ωB97M-V/def2-TZVPD", "total_energy_ha": -3285.90137, "spin_multiplicity": 2, "total_charge": -1, "species": ["C", "C", "O", "C", "O", "O", "C", "H", "H", "H", "H", "H", "H", "H", "H", "C", "C", "O", "C", "O", "O", "C", "H", "H", "H", "H", "H", "H", "H", "H", "C", "C", "O", "C", "O", "O", "C", "H", "H", "H", "H", "H", "H", "H", "H", "C", "C", "O", "C", "O", "O", "C", "H", "H", "H", "H", "H", "H", "H", "H", "C", "C", "O", "C", "O", "O", "C", "H", "H", "H", "H", "H", "H", "H", "H", "C", "C", "O", "C", "O", "O", "C", "H", "H", "H", "H", "H", "H", "H", "H", "C", "C", "O", "C", "O", "O", "C", "H", "H", "H", "H", "H", "H", "H", "H", "C", "C", "O", "C", "O", "C", "F", "F", "F", "H", "H", "H", "H", "H"], "xyz": [[-1.56126, 9.73605, 1.43872], [-0.43076, 9.65742, 2.51762], [-0.31530, 8.33883, 2.97305], [0.63293, 7.44278, 2.57743], [1.66319, 7.66537, 1.86471], [0.25652, 6.19676, 3.00254], [1.01107, 5.03168, 2.71972], [-1.29397, 9.52410, 0.40348], [-1.78725, 10.78912, 1.27113], [-2.45342, 9.19280, 1.75022], [-0.67421, 10.30507, 3.35986], [0.52987, 9.85595, 2.04233], [1.02756, 4.47408, 3.65615], [2.06265, 5.21976, 2.50307], [0.60652, 4.42979, 1.90599], [2.15069, -4.36705, -3.61725], [3.18541, -4.86020, -2.59510], [3.97729, -3.91492, -1.95185], [3.76818, -3.54215, -0.67844], [2.75027, -3.59177, -0.03098], [4.94624, -2.94688, -0.21708], [5.21022, -2.39346, 1.05222], [1.62458, -5.15590, -4.15486], [2.54418, -3.65573, -4.34339], [1.29423, -3.97147, -3.07129], [3.90082, -5.50817, -3.10149], [2.57932, -5.49502, -1.94878], [6.09361, -1.75495, 1.05805], [5.36283, -3.08830, 1.87806], [4.33300, -1.82927, 1.36889], [0.23690, -6.29835, -0.54371], [-1.03430, -6.33519, 0.41873], [-2.21403, -6.46281, -0.32565], [-2.81734, -5.45185, -1.01042], [-2.38405, -4.31558, -1.01948], [-4.01625, -5.91923, -1.51430], [-4.70777, -5.15684, -2.52758], [0.42024, -7.22755, -1.08323], [1.14949, -6.19739, 0.04375], [0.22856, -5.48901, -1.27377], [-1.14438, -5.49429, 1.10347], [-0.93879, -7.26013, 0.98746], [-3.95529, -4.74149, -3.19792], [-5.36361, -4.36989, -2.15517], [-5.30435, -5.81805, -3.15605], [1.63869, -0.85810, 1.43615], [1.52810, -2.11449, 2.34807], [0.74058, -1.77401, 3.47824], [1.40721, -1.48266, 4.60139], [2.54967, -1.63255, 4.87231], [0.43636, -1.20808, 5.46229], [0.71466, -1.06679, 6.81900], [1.43481, -1.01124, 0.37640], [2.61381, -0.40128, 1.60510], [1.06641, 0.02304, 1.72633], [2.52811, -2.54599, 2.39149], [0.90186, -2.82132, 1.80371], [-0.22870, -0.83174, 7.31187], [1.41471, -0.24324, 6.95967], [1.19575, -1.96996, 7.19442], [-2.88350, -5.16094, 6.93068], [-1.65595, -4.96783, 5.98376], [-1.78358, -3.88306, 5.04975], [-2.07179, -4.04779, 3.75241], [-2.32818, -5.15915, 3.22471], [-2.02981, -2.89935, 3.15714], [-2.46816, -2.62137, 1.81454], [-3.86710, -5.24729, 6.46896], [-2.83805, -4.18329, 7.41052], [-2.95330, -5.89034, 7.73766], [-1.49681, -5.92736, 5.49174], [-0.81683, -4.67650, 6.61550], [-3.44928, -3.03092, 1.57416], [-1.63306, -3.07711, 1.28254], [-2.38795, -1.59556, 1.45482], [-0.54943, 7.23857, -0.89336], [-0.07407, 6.06095, -1.74245], [1.15704, 5.72448, -1.24639], [2.12850, 5.45529, -2.07543], [2.15459, 5.64368, -3.30289], [3.14499, 5.10103, -1.34902], [4.41659, 4.93956, -2.03508], [-1.57963, 7.48542, -1.14996], [0.05939, 8.14168, -0.93620], [-0.63747, 7.06235, 0.17869], [-0.03606, 6.59319, -2.69292], [-0.81405, 5.26062, -1.74142], [5.01639, 4.27089, -1.41765], [5.06197, 5.81059, -2.14854], [4.28584, 4.52773, -3.03578], [0.72363, 2.88399, -4.93250], [-0.73019, 2.83356, -5.50388], [-1.51828, 1.71093, -4.97678], [-1.80713, 0.67611, -5.79758], [-1.49668, 0.48370, -6.95864], [-2.53216, -0.23655, -5.02299], [-2.77059, -1.57779, -5.39923], [0.71588, 2.69489, -3.85907], [1.12136, 3.86106, -5.20679], [1.34395, 2.11201, -5.38785], [-0.63311, 2.67632, -6.57810], [-1.20143, 3.76220, -5.18193], [-3.36017, -2.04799, -4.61220], [-1.97076, -2.18653, -5.82089], [-3.51572, -1.48120, -6.18888], [-0.43525, -1.69451, -2.69914], [-1.38610, -0.96533, -1.72657], [-0.69757, 0.13168, -1.12028], [-1.35304, 1.09006, -0.41389], [-2.56652, 1.03143, -0.34312], [-0.57308, 2.24075, 0.11872], [-0.45844, 2.09397, 1.46467], [0.69918, 2.19254, -0.42573], [-1.25488, 3.34380, -0.23444], [-0.06570, -0.93898, -3.39247], [-0.89105, -2.40072, -3.39313], [0.47729, -2.13259, -2.29483], [-1.73714, -1.61597, -0.92562], [-2.28965, -0.79731, -2.31264]]}

(4)
{"formula": "C4H6NO2", "method": "ωB97M-V/def2-TZVPD", "total_energy_ha": -360.80509, "e_above_lowest_kj_mol": 443.3, "total_charge": 1, "species": ["C", "C", "O", "O", "N", "C", "C", "H", "H", "H", "H", "H", "H"], "xyz": [[-2.52484, -0.33601, 0.02070], [-1.20718, 0.27197, -0.12891], [-0.83036, 1.35136, 0.12467], [-0.13662, -0.69737, -0.34965], [1.05043, -0.17912, -0.35069], [2.22697, -0.45150, -0.60609], [2.32043, 0.60222, 0.40851], [-2.82744, 0.14146, 0.97537], [-2.37895, -1.39912, 0.17467], [-3.43958, -0.10459, -0.51675], [2.82030, -1.17966, -1.26047], [2.65233, 0.23799, 1.35217], [2.27451, 1.74237, 0.15646]]}